C24H28F5NO20S | the ωB97M-V functional and the def2-TZVPD basis

XYZ file:
```
79
Properties=species:S:1:pos:R:3:forces:R:3
C 28.40505 6.33241 -1.55099 2.1772 0.9653 -0.4031
C 27.09206 6.23967 -1.21317 -1.5234 -1.2119 -0.5665
C 26.06675 6.09213 -2.18247 0.8666 1.6845 0.8288
C 26.40635 6.29856 -3.51130 1.4645 1.0562 0.5736
C 27.77557 6.62122 -3.80461 -0.0405 -0.1207 -0.2336
C 28.83631 6.60876 -2.86600 -3.2979 -0.6521 -0.5122
N 25.42985 6.29001 -4.60775 4.0769 -3.0897 6.4585
O 24.24270 6.46249 -4.30093 7.0240 -5.6050 13.3636
O 25.84864 6.14828 -5.73724 0.7623 -3.2429 -2.8351
H 29.16415 6.34016 -0.78280 -0.0468 -0.0808 0.2715
H 26.79911 6.13205 -0.17924 0.1044 0.0365 0.1212
H 25.05929 6.03545 -1.79747 0.3849 0.3031 -0.3523
H 28.00802 6.92980 -4.81315 -0.0453 -0.2728 -0.2468
H 29.83953 6.79505 -3.21992 0.0344 0.0119 0.3860
O 17.29218 6.10488 -5.66803 4.9041 -0.1780 0.7556
S 18.79817 5.82675 -5.70655 -2.5803 0.4050 -2.0562
O 19.68239 6.40248 -6.74335 -12.3836 -1.4190 -0.3238
O 19.67296 6.14903 -4.27335 -2.9669 -0.4883 -0.8964
C 18.86005 5.86173 -3.12853 -0.2009 0.7307 1.9591
C 18.20392 7.13872 -2.57968 -0.1401 0.6353 -1.2112
C 19.04974 4.07661 -5.85297 -0.0225 0.6301 1.6901
H 19.51397 5.46765 -2.35059 0.4310 -0.0813 -0.1596
H 18.09735 5.09221 -3.24773 0.0689 -0.0335 -0.6716
H 17.39873 7.42835 -3.25489 -0.3853 -0.2650 0.1155
H 18.85930 8.00157 -2.69828 0.5160 -0.1889 0.3273
H 17.82722 7.12885 -1.55690 0.1299 -0.4575 -0.0693
H 18.39409 3.46816 -5.23006 0.2443 0.3248 0.4065
H 20.12250 4.05012 -5.66166 -0.1196 -0.7588 0.1788
H 18.79571 3.89270 -6.89688 -0.1844 -0.8527 2.9692
C 24.33604 3.93042 -2.01027 0.2126 -1.0045 0.1581
C 23.37181 2.71410 -2.33030 1.4180 2.9283 2.3764
O 22.39221 3.34062 -3.11329 -0.1348 -1.8492 -0.9579
C 22.88467 4.45304 -3.63618 -1.4852 1.1014 -3.6932
O 22.40646 5.06274 -4.62287 1.6785 -16.6312 5.1603
O 23.90257 4.92091 -2.92537 -0.1934 -1.4826 0.3239
F 22.79789 2.53126 -1.14345 -1.1998 -1.4857 1.5204
H 25.40740 3.72970 -2.00882 -0.0120 -0.1655 -1.1766
H 24.26251 4.36137 -1.01179 -1.0022 -0.5104 0.2017
H 23.89265 1.79300 -2.59186 -0.6610 0.0224 -1.0290
C 23.72351 4.85162 -9.55052 0.1593 -0.7326 -2.5512
C 24.28242 5.60436 -8.42252 0.4254 -1.1619 -3.5624
O 25.13513 6.54782 -9.06022 -0.3422 1.0423 1.1496
C 25.34684 6.20902 -10.31157 5.5309 -2.1862 -2.4150
O 26.31453 6.59902 -11.00335 -3.9131 -0.2888 1.7945
O 24.73923 5.00502 -10.55552 -0.1868 1.1246 -0.8015
F 24.97660 4.69824 -7.70935 1.4032 -0.6545 1.1566
H 22.80878 5.23001 -10.00678 0.3227 0.1382 0.1509
H 23.62818 3.78108 -9.36899 -0.1311 0.1241 0.2053
H 23.57183 6.17223 -7.82196 2.4640 -2.1798 -2.8943
C 20.94329 5.01132 -8.87110 -2.4710 -2.3603 -2.6086
C 19.95609 6.06181 -9.53381 -0.0771 -1.2388 -0.6881
O 18.68673 5.35301 -9.55876 0.8839 -0.7756 0.9380
C 18.72939 4.44781 -8.52332 -1.2510 1.2965 -1.2416
O 17.74505 3.89270 -8.04448 1.6055 0.8360 -2.6329
O 19.97555 4.37574 -7.98254 1.1442 -0.5509 -2.2710
F 20.36008 6.44416 -10.76130 -0.2396 -0.7406 -1.0802
H 21.85540 5.48702 -8.51069 -1.1529 -2.1740 -0.0247
H 21.19983 4.19453 -9.54574 -0.0970 0.0311 -0.4975
H 20.06644 6.95442 -8.91804 -3.1895 -0.6699 -1.2244
C 23.46680 6.45979 -5.55597 -0.9271 -1.0226 -4.7244
C 22.13655 6.69014 -4.85070 -0.0111 3.6330 -0.9767
O 21.20214 6.54655 -5.92914 7.7541 2.2490 5.7825
C 21.81732 6.82746 -7.05213 -0.8941 1.1487 -2.8659
O 21.23913 6.93887 -8.15026 6.8894 5.6094 6.9896
O 23.11865 6.71259 -6.92895 -5.7624 4.6396 2.4661
F 22.31930 7.90575 -4.37900 -3.1869 4.9178 0.0145
H 23.96045 5.49683 -5.42530 -1.7620 -0.8205 -5.1898
H 24.24338 7.18065 -5.30028 -2.7234 2.0112 -6.1477
H 21.84538 6.17607 -3.93470 -1.9435 3.4571 -0.0169
C 25.68031 9.88630 -5.03507 -1.0446 -0.7933 -0.6214
C 25.05571 8.47300 -5.23262 0.8614 5.5720 0.0527
O 24.18067 8.72875 -6.28297 -0.4349 0.5311 -0.9891
C 23.80672 10.03314 -6.31185 -1.8368 1.3874 -5.5213
O 23.09214 10.56287 -7.20167 2.0042 -2.5119 3.9118
O 24.55136 10.66980 -5.48866 1.4578 2.4479 2.4276
F 24.29274 8.26635 -4.09767 2.4142 7.0038 2.1718
H 26.48194 10.09114 -5.74467 0.2336 -0.0996 0.3090
H 25.90083 10.10459 -3.99017 0.0292 0.0924 -0.2853
H 25.67472 7.60543 -5.46120 0.1227 2.9609 -0.4406
```
Positions in Å, forces in eV/Å.

Calculated values
- LUMO: -1.99 eV
- Maximum force: 17.49 eV/Å
- Kohn-Sham gap: 0.24947 Ha